Formula: C43H71AlIN18O
Source: the Open Molecules 2025 dataset
Level of theory: ωB97M-V/def2-TZVPD

XYZ file:
```
135
C43H71AlIN18O | the Open Molecules 2025 dataset | ωB97M-V/def2-TZVPD
C -4.9316 2.3161 1.1151
C -4.0617 2.7762 2.4294
O -3.2703 1.6763 3.0454
C -2.1885 1.2659 2.0924
C -0.8081 0.7848 2.8356
C 0.5495 0.9049 1.9108
C 0.8521 2.5010 1.6912
C 1.9997 2.8452 0.5720
Al 1.5099 2.3580 -1.3596
I -0.8066 1.2153 -1.6575
H -6.0902 2.1720 1.3627
H -4.8997 3.1664 0.2801
H -4.5814 1.2876 0.6547
H -4.8306 3.1489 3.2536
H -3.4196 3.7149 2.1395
H -2.6399 0.3672 1.4506
H -2.0662 2.1657 1.3504
H -0.6428 1.5323 3.7496
H -0.9878 -0.3050 3.2659
H 1.4484 0.4749 2.5680
H 0.5332 0.2599 0.9343
H -0.1186 3.1393 1.4715
H 1.2729 2.9076 2.7318
H 2.1565 4.0263 0.6066
H 3.0101 2.3492 0.9027
H 2.7479 1.4930 -1.9286
H 1.4888 3.7335 -2.1986
C -1.4826 2.5387 -5.7545
C -0.2016 3.0184 -5.0915
N 0.8610 3.4161 -4.5415
H -1.8924 1.6885 -5.2024
H -2.2210 3.3452 -5.7657
H -1.2769 2.2298 -6.7830
C -1.5222 1.5356 6.6937
C -0.4430 0.5179 7.0255
N 0.4522 -0.3263 7.3008
H -2.2785 1.5479 7.4834
H -1.0809 2.5324 6.6078
H -2.0013 1.2754 5.7458
C 2.2930 -3.3416 7.9463
C 2.0420 -4.8345 7.8094
N 1.8337 -6.0729 7.6960
H 2.7502 -3.1278 8.9163
H 2.9654 -3.0025 7.1534
H 1.3485 -2.7961 7.8697
C 2.5743 0.6675 -7.0528
C 1.5171 0.9567 -8.1061
N 0.6402 1.1964 -8.9798
H 2.8059 -0.4010 -7.0406
H 3.4866 1.2270 -7.2770
H 2.2082 0.9640 -6.0660
C -8.8587 3.9645 0.5471
C -7.5778 4.4441 1.2101
N -6.5152 4.8419 1.7601
H -9.2685 3.1143 1.0992
H -9.5972 4.7709 0.5359
H -8.6531 3.6556 -0.4814
C -5.1865 -1.1152 -1.6699
C -5.1741 0.3823 -1.9304
N -5.1637 1.6245 -2.1464
H -4.1658 -1.4749 -1.5139
H -5.7811 -1.3336 -0.7786
H -5.6219 -1.6388 -2.5255
C 0.5675 -0.9388 -11.6923
C 0.3164 -2.4317 -11.8291
N 0.1081 -3.6701 -11.9425
H 1.0246 -0.7250 -10.7222
H 1.2398 -0.5997 -12.4851
H -0.3771 -0.3934 -11.7689
C 3.5420 7.3619 -0.6065
C 4.1826 6.0532 -1.0394
N 4.7140 4.9675 -1.3984
H 3.0879 7.2459 0.3814
H 4.2987 8.1499 -0.5601
H 2.7683 7.6529 -1.3223
C 7.0708 4.5030 1.4015
C 6.3223 5.4988 2.2726
N 5.7014 6.3249 2.9951
H 7.3416 4.9695 0.4504
H 7.9820 4.1748 1.9092
H 6.4397 3.6321 1.2043
C -0.2052 -7.8124 5.6125
C -1.3545 -8.5690 4.9667
N -2.3079 -9.1967 4.4311
H -0.4425 -7.5947 6.6575
H 0.7067 -8.4145 5.5726
H -0.0340 -6.8713 5.0827
C 0.1148 -5.7314 11.0512
C 0.7846 -4.3990 11.3453
N 1.3402 -3.2937 11.5894
H -0.1327 -6.2390 11.9875
H -0.8038 -5.5690 10.4807
H 0.7880 -6.3666 10.4688
C 7.2522 0.8853 3.7331
C 6.1951 1.1745 2.6798
N 5.3181 1.4142 1.8061
H 7.4838 -0.1832 3.7453
H 8.1646 1.4448 3.5088
H 6.8862 1.1817 4.7199
C 11.5750 -0.4790 3.5758
C 10.8266 0.5168 4.4468
N 10.2057 1.3429 5.1693
H 11.8458 -0.0125 2.6246
H 12.4862 -0.8072 4.0834
H 10.9439 -1.3498 3.3785
C 2.5606 -1.6399 -3.0464
C 2.5455 -1.9722 -4.5296
N 2.5331 -2.2477 -5.7600
H 2.8569 -0.5975 -2.9009
H 1.5645 -1.7896 -2.6208
H 3.2712 -2.2881 -2.5264
C -4.6519 -7.4340 3.0801
C -4.6395 -5.9365 2.8197
N -4.6291 -4.6943 2.6037
H -3.6312 -7.7938 3.2362
H -5.2465 -7.6524 3.9715
H -5.0872 -7.9576 2.2246
C -0.3608 -3.0285 0.4517
C -1.4180 -2.7394 -0.6016
N -2.2949 -2.4996 -1.4753
H -0.1292 -4.0971 0.4639
H 0.5515 -2.4690 0.2274
H -0.7269 -2.7321 1.4385
C -7.2666 2.9780 -4.7677
C -7.1795 3.8326 -6.0218
N -7.1071 4.5415 -7.0620
H -7.6292 3.5806 -3.9304
H -7.9557 2.1449 -4.9315
H -6.2792 2.5797 -4.5186
C -2.7806 -3.3897 -13.8679
C -2.7682 -1.8922 -14.1283
N -2.7578 -0.6500 -14.3443
H -1.7599 -3.7495 -13.7118
H -3.3752 -3.6081 -12.9765
H -3.2160 -3.9133 -14.7234
```

Properties
highest occupied orbital energy: -4.9 eV
charge: -1
molecular weight: 1010.052 g mol⁻¹
Kohn-Sham gap: 6.24 eV
E: -3281.3982 Eh

Formula: C4H13NO2
Source: the Open Molecules 2025 dataset
Level of theory: ωB97M-V/def2-TZVPD

XYZ file:
```
20
C4H13NO2 | the Open Molecules 2025 dataset | ωB97M-V/def2-TZVPD
C 2.2529 0.5601 -0.3482
C 1.1625 1.5131 0.1331
N 1.4829 2.0315 1.4256
O 0.9683 2.5890 -0.7824
H 3.1756 1.1108 -0.5269
H 1.9447 0.0706 -1.2688
H 2.4308 -0.1948 0.4119
H 0.1895 0.9357 0.1990
H 0.7969 2.7189 1.7150
H 2.3941 2.4772 1.4197
H 0.6225 2.2290 -1.6044
C -1.8855 -2.6922 -0.2406
C -2.2979 -1.2294 -0.2312
O -1.1860 -0.3339 0.1636
H -1.6208 -3.0244 0.7629
H -2.7048 -3.3129 -0.5976
H -1.0266 -2.8375 -0.8923
H -3.1540 -1.0732 0.4383
H -2.5732 -0.8903 -1.2311
H -0.9719 -0.6476 1.0544
```

Properties
highest occupied orbital energy: -9.4 eV
molecular weight: 107.153 g mol⁻¹
Kohn-Sham gap: 10.21 eV
E: -365.4155 Eh
SMILES: C[C@@H](N)O.CCO
ΔE to the lowest compared entry with this formula, charge and spin: 71.0 kJ/mol

Formula: C9H29N7O6
Source: the Open Molecules 2025 dataset
Level of theory: ωB97M-V/def2-TZVPD

XYZ file:
```
51
C9H29N7O6 | the Open Molecules 2025 dataset | ωB97M-V/def2-TZVPD
C 0.2008 -1.9203 -1.5451
O 0.1775 -2.8587 -0.4651
C -0.4077 -2.3232 0.7172
C -0.5242 -3.4561 1.7047
N -1.5773 -4.3943 1.3048
C -1.4921 -5.6805 1.9746
C -2.2178 -5.6766 3.3013
O -1.3684 -5.0984 4.2910
C -1.9626 -5.1424 5.5655
H 1.2016 -2.0094 -1.9819
H 0.1879 -0.8975 -1.1661
H -0.5510 -2.2218 -2.2719
H -1.3960 -1.9403 0.4435
H 0.1986 -1.5251 1.1568
H -0.7828 -3.0460 2.6854
H 0.4384 -3.9668 1.8408
H -1.5231 -4.4889 0.2986
H -0.4559 -5.9983 2.1559
H -1.9386 -6.4383 1.3269
H -2.4268 -6.7092 3.6174
H -3.1506 -5.1098 3.2421
H -2.0245 -6.1714 5.9373
H -2.9922 -4.7544 5.5910
H -1.3808 -4.4717 6.1956
N 2.3345 5.0292 -3.3204
C 2.6851 5.1295 -2.0131
N 3.6555 6.0647 -1.7329
O 2.1588 4.4462 -1.1403
H 1.5425 4.4314 -3.5450
H 2.6488 5.7255 -3.9702
H 4.0687 6.0749 -0.8195
H 4.2558 6.3090 -2.5021
N 0.6471 4.2882 1.4615
C -0.4534 3.5626 1.7530
N -1.3716 4.1548 2.5880
O -0.6995 2.4755 1.2328
H 0.8903 5.1220 1.9605
H 1.2835 3.9388 0.7624
H -1.0809 4.9319 3.1530
H -2.1363 3.5820 2.8924
N 0.1131 1.9061 -6.1257
C 0.3268 2.2453 -4.8111
N 0.7629 1.2109 -4.0320
O 0.2254 3.3911 -4.3893
H 0.1608 0.9298 -6.3541
H -0.2184 2.5534 -6.8127
H 0.8747 1.4106 -3.0437
H 1.2365 0.4274 -4.4418
O 0.6728 1.9921 -1.1146
H 0.2367 2.0631 -0.2447
H 0.9477 2.9036 -1.3106
```

Properties
highest occupied orbital energy: -8.4 eV
molecular weight: 331.374 g mol⁻¹
Kohn-Sham gap: 9.09 eV
E: -1195.1411 Eh
SMILES: COCCNCCOC.NC(N)=O.NC(N)=O.NC(N)=O.O
ΔE to the lowest compared entry with this formula, charge and spin: 0.0 kJ/mol

Formula: C11H30ClIrSi2Tb
Source: the Open Molecules 2025 dataset
Level of theory: ωB97M-V/def2-TZVPD

XYZ file:
```
46
C11H30ClIrSi2Tb | the Open Molecules 2025 dataset | ωB97M-V/def2-TZVPD
Ir -1.6816 -0.2533 -0.0920
Cl -3.6035 0.6066 0.8824
C -2.6369 -2.0184 -0.3819
H -1.9484 -2.8466 -0.5979
H -3.3110 -1.8500 -1.2381
H -3.2346 -2.2310 0.5217
Tb 0.2991 0.7943 -2.2376
C 2.4922 -0.0765 -2.5246
C -0.2130 2.1964 -4.1031
C -1.2251 -0.8864 -2.3545
H -0.7957 1.5293 -4.7638
H -0.8289 3.0839 -3.9071
H 0.6841 2.5103 -4.6582
H 2.7368 -1.0824 -2.1554
H 2.4812 -0.1265 -3.6334
H 3.2995 0.6118 -2.2320
H -2.2601 -0.7884 -2.7293
H -0.9709 -1.9538 -2.2440
C 2.1515 2.0044 0.7403
Si 0.3136 1.5929 0.7471
C -0.4308 2.0026 2.4061
C -0.5626 2.6449 -0.5671
C 0.2567 -0.2229 0.2169
Si 0.2574 -1.5182 1.5846
C -1.2155 -1.4956 2.7480
C 0.4303 -3.2003 0.7815
C 1.7822 -1.2104 2.6566
H 2.2639 3.0965 0.6816
H 2.7114 1.5517 -0.0901
H 2.5976 1.6612 1.6842
H -0.3164 3.0855 2.5589
H -1.5028 1.7678 2.4378
H 0.0681 1.4857 3.2347
H 0.0728 3.0152 -1.4066
H -1.5045 2.2184 -0.9795
H -0.8623 3.5283 0.0110
H 1.0279 -0.5363 -0.5416
H -2.0779 -0.9269 2.3630
H -1.5435 -2.5286 2.9294
H -0.9200 -1.0573 3.7102
H 0.7795 -3.1248 -0.2552
H 1.1737 -3.7736 1.3526
H -0.5137 -3.7577 0.7928
H 2.5772 -0.6760 2.1253
H 1.5300 -0.6537 3.5683
H 2.1729 -2.1922 2.9581
```

Properties
highest occupied orbital energy (alpha / beta): -2.4 / -4.5 eV
charge: -1
molecular weight: 605.128 g mol⁻¹
Kohn-Sham gap (alpha / beta): 5.14 / 7.10 eV
E: -2404.9540 Eh
spin multiplicity: 11
⟨S²⟩: 30.070
ΔE to the lowest compared entry with this formula, charge and spin: 0.0 kJ/mol

Formula: C4H10O2
Source: the Open Molecules 2025 dataset
Level of theory: ωB97M-V/def2-TZVPD

XYZ file:
```
16
C4H10O2 | the Open Molecules 2025 dataset | ωB97M-V/def2-TZVPD
C 2.1082 0.6629 -0.7680
O 0.7175 0.5224 -0.5990
C 0.4267 -0.7647 -0.0911
C -1.0398 -0.9368 0.2971
C -1.7530 0.3110 0.8172
O -1.9669 1.3050 -0.1574
H 2.4902 -0.0428 -1.5223
H 2.3142 1.6854 -1.0884
H 2.6361 0.4662 0.1798
H 1.0580 -0.9320 0.7978
H 0.7105 -1.5279 -0.8348
H -1.6242 -1.3713 -0.5199
H -1.0271 -1.6725 1.1094
H -2.7493 0.0157 1.1664
H -1.2091 0.7119 1.6878
H -1.0922 1.5677 -0.4747
```

Properties
highest occupied orbital energy: -10.0 eV
molecular weight: 90.122 g mol⁻¹
Kohn-Sham gap: 10.96 eV
E: -308.8536 Eh
SMILES: COCCCO
ΔE to the lowest compared entry with this formula, charge and spin: 117.1 kJ/mol

Formula: C6H8N2
Source: the Open Molecules 2025 dataset
Level of theory: ωB97M-V/def2-TZVPD

XYZ file:
```
16
C6H8N2 | the Open Molecules 2025 dataset | ωB97M-V/def2-TZVPD
C 0.7549 1.8338 -1.3578
C 0.2454 0.7640 -0.7271
C -1.1801 0.2982 -0.8129
C -1.9192 -0.6636 0.1080
C -1.0958 -1.2853 0.9311
C 0.8773 -0.1196 0.3366
H 1.9673 2.0011 -1.6978
H 0.1664 2.3531 -2.0557
H -1.4043 -0.0834 -1.8901
H -1.5847 1.2467 -0.5062
H -2.9722 -0.7822 -0.3519
H -1.3879 -2.0884 1.6805
H 0.7997 -1.7543 1.5523
H 2.2871 0.1522 1.9398
N 0.2778 -1.1642 0.8136
N 2.0126 0.3056 0.6809
```

Properties
highest occupied orbital energy: -8.4 eV
molecular weight: 108.144 g mol⁻¹
Kohn-Sham gap: 9.11 eV
E: -342.7553 Eh
ΔE to the lowest compared entry with this formula, charge and spin: 469.1 kJ/mol

Formula: C6H25N2O4
Source: the Open Molecules 2025 dataset
Level of theory: ωB97M-V/def2-TZVPD

XYZ file:
```
37
C6H25N2O4 | the Open Molecules 2025 dataset | ωB97M-V/def2-TZVPD
N 0.2721 1.1443 1.0429
C 0.1123 0.9485 -0.5249
C 0.5286 2.1506 -1.3137
C 1.1019 -0.1792 -0.7772
N 0.7743 -1.3571 0.1335
C 1.8000 -2.3994 0.0574
C 3.2398 -1.9674 0.3305
C -0.6704 -1.7817 -0.0008
H 1.2047 1.0675 1.4655
H -0.2516 0.3243 1.5441
H -0.2747 1.9722 1.2947
H -0.9880 0.7650 -0.6632
H 0.2269 3.1007 -0.8703
H 1.5575 2.1866 -1.6573
H 0.0333 2.1330 -2.3129
H 2.1009 0.2257 -0.5363
H 1.1690 -0.3953 -1.8066
H 1.8917 -3.0154 -0.8315
H 1.6194 -3.1582 0.8868
H 3.9223 -2.7886 0.2072
H 3.4738 -1.1042 -0.2549
H 3.4328 -1.5264 1.3168
H -1.4071 -1.3501 0.6770
H -0.7614 -2.8502 0.0973
H -1.0870 -1.4447 -0.9888
H 0.2995 -1.4083 2.7710
H -0.3747 -0.4625 3.8471
O -0.1201 -0.5500 2.9231
H -2.9953 1.4950 2.0783
H -2.4946 2.3609 1.0473
O -2.2991 2.1577 1.9908
H -1.4530 0.4812 -2.8878
H -2.8643 -0.3818 -2.8836
O -2.1431 0.0358 -2.4084
H -3.4607 2.4151 -1.0024
H -2.3841 1.2595 -1.3545
O -2.7318 1.8968 -0.6363
```

Properties
highest occupied orbital energy: -12.1 eV
charge: +1
molecular weight: 189.276 g mol⁻¹
Kohn-Sham gap: 9.52 eV
E: -653.8031 Eh
ΔE to the lowest compared entry with this formula, charge and spin: 246.0 kJ/mol

Formula: C22H30Br2F3N3O2
Source: the Open Molecules 2025 dataset
Level of theory: ωB97M-V/def2-TZVPD

XYZ file:
```
62
C22H30Br2F3N3O2 | the Open Molecules 2025 dataset | ωB97M-V/def2-TZVPD
N -3.9042 0.8012 2.5526
C -3.8914 0.1888 1.1422
C -3.4812 1.3700 0.0812
C -2.2220 0.9413 -0.9249
C -0.9398 1.9484 -0.7403
C 0.4805 1.1774 -0.3765
C 1.8001 1.5276 -1.3321
C 1.7544 2.5963 -2.5988
C 1.4772 4.0795 -1.9503
C 2.6940 5.1618 -2.1699
F 4.0529 4.5479 -1.9935
Br 2.4975 6.5167 -0.6616
C 2.6067 6.0274 -3.5595
F 1.3844 5.7807 -4.3717
F 2.5691 7.4960 -3.2117
Br 4.2175 5.7547 -4.7460
C 3.2581 0.8020 -1.0035
C 3.3103 -0.2335 0.2664
C 2.0184 -0.5864 1.2611
N 2.2804 -1.5549 2.3795
C 1.0160 -1.7278 3.1741
C -0.4128 -1.0028 2.8897
N -0.6442 -0.0766 1.7297
C 0.6001 0.1284 0.9131
H -2.9377 1.1834 2.6937
H -4.5526 1.6267 2.4511
H -3.1408 -0.7321 1.0584
H -4.9514 -0.2376 0.8663
H -3.2593 2.3356 0.7084
H -4.4594 1.6120 -0.5520
H -1.9916 -0.1900 -0.7142
H -2.6385 1.0836 -2.0208
H -1.1782 2.6866 0.1619
H -0.8866 2.6188 -1.6993
H 2.6920 2.5295 -3.2968
H 0.7801 2.2974 -3.2204
H 0.4369 4.4549 -2.3965
H 1.2640 3.9340 -0.7850
H 4.2448 0.9940 -1.6468
H 4.3533 -0.7735 0.4792
H 1.0726 -2.4554 4.1170
H -1.3339 -1.2403 3.5920
C 7.0320 -3.9105 -0.6748
C 5.7635 -3.2004 -1.0655
C 4.4606 -3.8916 -0.7650
O 5.7906 -2.0974 -1.6092
H 7.8933 -3.2937 -0.9524
H 7.0503 -4.0708 0.4060
H 7.1008 -4.8652 -1.2025
H 4.3642 -4.0511 0.3119
H 4.4148 -4.8455 -1.2966
H 3.6298 -3.2624 -1.1019
C -5.0716 -3.7520 2.2606
C -6.3401 -3.0419 1.8700
C -7.6430 -3.7331 2.1704
O -6.3129 -1.9389 1.3262
H -4.2102 -3.1352 1.9831
H -5.0533 -3.9123 3.3415
H -5.0027 -4.7067 1.7329
H -7.7393 -3.8926 3.2474
H -7.6887 -4.6870 1.6388
H -8.4737 -3.1039 1.8336
```

Properties
highest occupied orbital energy: -8.1 eV
molecular weight: 585.303 g mol⁻¹
Kohn-Sham gap: 6.92 eV
E: -6618.1089 Eh
SMILES: NCCCCc1c(CC[C@](F)(Br)C(F)(F)Br)ccc2nccnc12.CC(C)=O.CC(C)=O